{
  "formula": "C54H153CrCuN9O22P",
  "method": "the ωB97M-V functional and the def2-TZVPD basis",
  "homo_ev": [-6.39, -8.25],
  "spin_multiplicity": 5,
  "e_tot_ev": -199284.4936,
  "elements": ["Cr", "Cu", "P", "O", "O", "O", "O", "C", "C", "O", "H", "H", "H", "H", "H", "H", "C", "C", "O", "H", "H", "H", "H", "H", "H", "C", "C", "O", "H", "H", "H", "H", "H", "H", "C", "C", "O", "H", "H", "H", "H", "H", "H", "C", "C", "O", "H", "H", "H", "H", "H", "H", "C", "C", "O", "H", "H", "H", "H", "H", "H", "C", "C", "O", "H", "H", "H", "H", "H", "H", "C", "C", "O", "H", "H", "H", "H", "H", "H", "C", "C", "O", "H", "H", "H", "H", "H", "H", "C", "C", "C", "O", "C", "N", "H", "H", "H", "H", "H", "H", "H", "H", "H", "H", "H", "C", "C", "C", "O", "C", "N", "H", "H", "H", "H", "H", "H", "H", "H", "H", "H", "H", "C", "C", "C", "O", "C", "N", "H", "H", "H", "H", "H", "H", "H", "H", "H", "H", "H", "C", "C", "C", "O", "C", "N", "H", "H", "H", "H", "H", "H", "H", "H", "H", "H", "H", "C", "C", "C", "O", "C", "N", "H", "H", "H", "H", "H", "H", "H", "H", "H", "H", "H", "C", "C", "C", "O", "C", "N", "H", "H", "H", "H", "H", "H", "H", "H", "H", "H", "H", "C", "C", "C", "O", "C", "N", "H", "H", "H", "H", "H", "H", "H", "H", "H", "H", "H", "C", "C", "C", "O", "C", "N", "H", "H", "H", "H", "H", "H", "H", "H", "H", "H", "H", "C", "C", "C", "O", "C", "N", "H", "H", "H", "H", "H", "H", "H", "H", "H", "H", "H"],
  "coordinates": [[25.478850, 12.756130, -16.268540], [22.496730, 14.017400, -18.935310], [24.292940, 14.712990, -16.773290], [24.126070, 14.121800, -15.344150], [24.096230, 13.404770, -17.530720], [25.844010, 14.805770, -17.005180], [23.285250, 15.770300, -17.348610], [19.262120, 19.889080, -17.022070], [19.100900, 20.022710, -18.559240], [20.146110, 20.885520, -18.901400], [20.143600, 19.291560, -16.789550], [18.447650, 19.288840, -16.616550], [19.235430, 20.861250, -16.529850], [18.123140, 20.414810, -18.839130], [19.249420, 19.013900, -18.944380], [20.975540, 20.652460, -18.477930], [23.865450, 17.850760, -14.122030], [22.364380, 17.715420, -14.440750], [22.180080, 17.606440, -15.819940], [24.381760, 17.077910, -14.691440], [23.991580, 17.635540, -13.060960], [24.368140, 18.786380, -14.367030], [21.750780, 18.530620, -14.057280], [21.970550, 16.786740, -14.027760], [22.669860, 16.844910, -16.138980], [29.116180, 15.102760, -19.655310], [27.702210, 15.380200, -20.107070], [26.747860, 14.423540, -19.543860], [29.760830, 15.940740, -19.920480], [29.498140, 14.153920, -20.032020], [29.083470, 14.900590, -18.584720], [27.651360, 15.302450, -21.193100], [27.519180, 16.398790, -19.764890], [26.517860, 14.636560, -18.636490], [20.498980, 16.665930, -20.793270], [21.407820, 16.948610, -19.650830], [21.039830, 16.167440, -18.561630], [19.531850, 17.048470, -20.467020], [20.472530, 15.605220, -21.042840], [20.766520, 17.221130, -21.692310], [21.517140, 17.986690, -19.336910], [22.374020, 16.576800, -19.991870], [21.814490, 16.236630, -17.998860], [26.733880, 19.001380, -18.875690], [25.951630, 18.067260, -17.953030], [24.577630, 17.921880, -18.420630], [27.729970, 19.116030, -18.448200], [26.312520, 20.003660, -18.953090], [26.742870, 18.648980, -19.907110], [25.934240, 18.307710, -16.890030], [26.350780, 17.059730, -18.069970], [24.170030, 17.189210, -17.953020], [24.745840, 14.433250, -10.870660], [24.176290, 14.264160, -12.230440], [25.205500, 14.690380, -13.176000], [25.585680, 13.754400, -10.722540], [24.129770, 14.057260, -10.053850], [25.027950, 15.466670, -10.669250], [23.306760, 14.892070, -12.424700], [23.868930, 13.234420, -12.412830], [24.777610, 14.518610, -14.018030], [19.530880, 13.131230, -15.524390], [20.845520, 13.808430, -15.792010], [21.601800, 13.868190, -14.562080], [18.958700, 13.701170, -14.792360], [19.721720, 12.123900, -15.154300], [18.914460, 13.095340, -16.422630], [20.877590, 14.863100, -16.065400], [21.470240, 13.266560, -16.502080], [22.518520, 13.965600, -14.829890], [20.946810, 11.046130, -20.196060], [19.967970, 12.151810, -20.456260], [20.378580, 13.255610, -19.727610], [21.996980, 11.263740, -20.390720], [20.695680, 10.153950, -20.769700], [20.958250, 10.719820, -19.156110], [18.992140, 11.883210, -20.051660], [19.914730, 12.435380, -21.507380], [19.613860, 13.786680, -19.493590], [25.625420, 18.086080, -23.418900], [24.763400, 18.176050, -22.199500], [25.177580, 17.145480, -21.335420], [26.682980, 18.119500, -23.157060], [25.290340, 18.869940, -24.098140], [25.485330, 17.103140, -23.868690], [23.692680, 18.022970, -22.334470], [24.887910, 19.145430, -21.716890], [25.181300, 17.454630, -20.426570], [25.157990, 10.705500, -18.943690], [26.669370, 10.793270, -18.718740], [27.455890, 10.926580, -20.021390], [28.828980, 10.966000, -19.875570], [29.473080, 11.128430, -21.108390], [26.818900, 11.975080, -17.866420], [24.670480, 11.508960, -19.495850], [24.613070, 10.539930, -18.014310], [24.961430, 9.802970, -19.522410], [27.007630, 9.903910, -18.187010], [27.115550, 11.845790, -20.498170], [27.202470, 10.097320, -20.681850], [29.446990, 10.224520, -21.716950], [30.513990, 11.368550, -20.891750], [29.107610, 11.977830, -21.685500], [26.890620, 12.785260, -18.465220], [27.760930, 12.008760, -17.503720], [29.416270, 13.389520, -14.647300], [28.245440, 12.443790, -14.471190], [28.110800, 11.874090, -13.030120], [27.055670, 10.905480, -12.916240], [26.929690, 10.552750, -11.544880], [27.129450, 13.228500, -14.834820], [29.383620, 14.292840, -14.038160], [29.444590, 13.694660, -15.693340], [30.305170, 12.774900, -14.505230], [28.188540, 11.618390, -15.180820], [28.011070, 12.740370, -12.376120], [28.973010, 11.273700, -12.739920], [26.774830, 11.429680, -10.916290], [27.845230, 10.074330, -11.197030], [26.157150, 9.783910, -11.532720], [26.784800, 13.581340, -13.953450], [27.460650, 14.143330, -15.105920], [22.877050, 14.489440, -22.916840], [23.853610, 13.623280, -22.108440], [25.324680, 13.474050, -22.631860], [25.298960, 12.686720, -23.768270], [25.519270, 11.298530, -23.727300], [23.988750, 14.187700, -20.749730], [23.121200, 14.555880, -23.977060], [22.783780, 15.492760, -22.501200], [21.895140, 14.027520, -22.813930], [23.445510, 12.617360, -22.010140], [25.922810, 13.025600, -21.838620], [25.785360, 14.429250, -22.883760], [25.465040, 10.946550, -24.757480], [24.853230, 10.763660, -23.050240], [26.552080, 11.080970, -23.455130], [24.269680, 15.143900, -20.913610], [24.862820, 13.771410, -20.461960], [16.331540, 14.239520, -19.370560], [17.448060, 15.257310, -19.332620], [16.909860, 16.634680, -18.915080], [15.890900, 17.125220, -19.779270], [15.193390, 18.279310, -19.285810], [18.432210, 14.749490, -18.382680], [16.659390, 13.200010, -19.376080], [15.852050, 14.257780, -20.349260], [15.574610, 14.377310, -18.598450], [17.933600, 15.378750, -20.300920], [17.681490, 17.403330, -18.871980], [16.494690, 16.586020, -17.908420], [15.923760, 19.087340, -19.327570], [14.908100, 18.168460, -18.239670], [14.413670, 18.611960, -19.971000], [19.200680, 15.399770, -18.464530], [18.040590, 14.801910, -17.453180], [14.796130, 15.140590, -15.299370], [15.898090, 14.771190, -14.248240], [17.147210, 15.761520, -14.190410], [17.840700, 16.004780, -15.419720], [19.031560, 16.730460, -15.356520], [15.318610, 14.518750, -12.921220], [14.415090, 16.146970, -15.125810], [13.992470, 14.412150, -15.191650], [15.228820, 15.097070, -16.298860], [16.274930, 13.809360, -14.596050], [17.821720, 15.248080, -13.505190], [16.883550, 16.763580, -13.852100], [18.880480, 17.767550, -15.056990], [19.451620, 16.743820, -16.362240], [19.710130, 16.307610, -14.615680], [15.934010, 13.891280, -12.423550], [14.451200, 14.010280, -13.016930], [22.815620, 10.632650, -15.903320], [23.768180, 10.920260, -14.701990], [23.545590, 9.877600, -13.594080], [23.823070, 8.509350, -14.006080], [23.802990, 7.518180, -13.013180], [25.160780, 10.900130, -15.160550], [23.132600, 9.725810, -16.418370], [22.864580, 11.384670, -16.690820], [21.783810, 10.453700, -15.600930], [23.463730, 11.892720, -14.315020], [22.521330, 9.921730, -13.223890], [24.026240, 10.087160, -12.638480], [23.230340, 6.685690, -13.422010], [23.222790, 7.933740, -12.189300], [24.764150, 7.234890, -12.584200], [25.483040, 10.013090, -15.520280], [25.626300, 10.862070, -14.265040], [23.879950, 22.054580, -17.928910], [23.447190, 21.024120, -16.946960], [22.708190, 21.614430, -15.752910], [23.440950, 22.416240, -14.922290], [24.071660, 21.761210, -13.777170], [22.645300, 20.113970, -17.699730], [22.994840, 22.611680, -18.236020], [24.340200, 21.637200, -18.824480], [24.526540, 22.861800, -17.584800], [24.301410, 20.474420, -16.551680], [22.384020, 20.767930, -15.147550], [21.813190, 22.148720, -16.071640], [24.643680, 20.864060, -14.013840], [23.251730, 21.542080, -13.093220], [24.755990, 22.425590, -13.249530], [23.222190, 19.679510, -18.405810], [22.408390, 19.332900, -17.104830], [27.841510, 17.346580, -13.055230], [27.626450, 17.392480, -14.575790], [28.929300, 17.380250, -15.449320], [29.494790, 18.674340, -15.314690], [30.659810, 18.959640, -16.161710], [27.010760, 16.087220, -14.811970], [28.392040, 16.459480, -12.742110], [26.858710, 17.225480, -12.599660], [28.260670, 18.263230, -12.640310], [26.952930, 18.199990, -14.862830], [28.718490, 17.136410, -16.490570], [29.637710, 16.700730, -14.975490], [31.545880, 18.355830, -15.965730], [30.828090, 20.010720, -15.927150], [30.466030, 18.814510, -17.224480], [26.249270, 15.868540, -14.185540], [26.646390, 15.900840, -15.735330], [19.907170, 15.783080, -11.171060], [20.788440, 14.647220, -10.764820], [20.836040, 14.447030, -9.234950], [21.303450, 15.675700, -8.624600], [21.089240, 15.640260, -7.223540], [20.489390, 13.499130, -11.626020], [18.842750, 15.553370, -11.219330], [20.126950, 16.182950, -12.160950], [19.996500, 16.632120, -10.493370], [21.792150, 14.942740, -11.070310], [21.575200, 13.666340, -9.055300], [19.887460, 14.051530, -8.871800], [20.039660, 15.738970, -6.946510], [21.626780, 16.488130, -6.798960], [21.511030, 14.725680, -6.806720], [21.073320, 12.702210, -11.416100], [20.701540, 13.734380, -12.585050]],
  "atomic_forces_ev_per_a": [[1.7, -1.2, 0.6], [0.2, -0.2, -0.6], [0.1, 1.0, -1.8], [-0.5, 1.6, 0.4], [-2.2, -2.2, -2.6], [-0.8, 2.4, 0.2], [2.3, -1.2, 1.7], [-1.5, -0.9, -0.3], [1.4, -0.1, 2.5], [-0.9, 1.1, -2.1], [0.3, 0.4, 0.0], [-0.3, 0.0, 0.2], [0.3, 0.0, -0.1], [0.2, 0.2, -0.2], [-0.2, -0.1, -0.5], [0.7, -0.5, 0.5], [-0.5, -0.5, 0.4], [0.7, -0.2, 0.1], [-0.9, 1.2, -0.6], [0.1, -0.2, 0.1], [0.3, 0.0, 0.1], [-0.5, 0.2, -0.1], [0.1, 0.2, -0.1], [0.1, -0.1, 0.7], [0.3, -0.4, -0.3], [-0.1, -1.0, 0.3], [-0.1, -0.7, 0.7], [1.1, 0.4, -1.8], [0.2, -0.2, 0.2], [0.1, 0.1, -0.5], [0.2, 0.6, 0.3], [-0.4, 0.2, 0.1], [-0.7, 0.0, -0.3], [-0.4, 0.7, 1.0], [-1.0, 1.0, -0.1], [1.4, -0.4, -1.2], [-0.8, -0.5, 0.5], [-0.5, -0.3, -0.4], [-0.1, 0.0, 0.2], [0.1, 0.1, 0.0], [-0.3, 0.3, -0.4], [0.7, 0.4, 0.1], [0.1, -0.4, 1.0], [-0.6, 0.3, 0.7], [-1.0, -0.9, -1.1], [1.1, 1.3, -0.6], [0.2, -0.1, -0.3], [-0.2, 0.1, 0.4], [0.4, -0.3, 0.1], [0.3, 0.4, 0.0], [0.5, 0.0, 0.4], [-0.3, -0.6, 0.3], [0.2, -0.6, 1.2], [0.7, 0.8, -1.0], [-0.4, -0.6, 2.5], [0.6, 0.3, -0.4], [-0.8, 0.4, -0.1], [0.1, -0.1, 0.0], [-0.2, 0.0, 0.2], [0.1, -0.2, -0.1], [-0.3, 0.0, -1.3], [-0.2, 0.5, -0.2], [1.3, 0.5, 0.9], [-1.0, -0.7, 0.7], [0.1, -0.1, 0.2], [-0.1, 0.0, 0.0], [0.1, -0.2, -0.1], [-1.1, -0.1, -0.8], [-0.2, -0.2, -0.4], [0.7, 0.2, 0.0], [0.3, -1.2, 0.1], [0.1, -0.4, 0.2], [1.7, 1.2, 0.5], [0.0, 0.5, -0.4], [0.0, 0.0, -0.2], [-0.4, 0.2, 0.2], [-0.3, -0.4, -0.5], [-0.2, -0.3, -0.3], [-0.5, 0.4, 0.8], [-0.6, -0.3, -0.4], [0.1, 0.0, 0.8], [0.5, -0.9, 0.5], [-0.1, 0.5, 0.0], [0.5, -0.1, -0.3], [-0.2, 0.0, -0.3], [-0.1, 0.3, -0.7], [0.0, 0.2, 0.1], [-0.4, 0.0, 0.5], [-0.1, -1.5, -0.8], [-0.6, 0.6, 0.0], [-1.3, -0.2, -0.3], [0.6, 0.2, 0.8], [0.9, 0.3, 0.1], [1.4, 0.2, 0.5], [0.4, 0.4, 0.2], [0.2, 0.3, 0.1], [-0.1, -0.2, -0.2], [0.0, 0.0, 0.2], [-0.1, 0.3, -0.2], [-0.3, -0.3, -0.2], [-0.2, -0.1, -0.1], [0.1, -0.2, 0.0], [-0.5, 0.1, 0.0], [-0.6, 0.4, -0.6], [0.5, -0.4, 0.4], [1.3, -1.7, -0.4], [0.4, -0.9, 0.5], [0.4, -0.6, -1.4], [0.0, 1.3, 0.3], [0.2, -0.7, -0.6], [-2.5, 0.9, 0.4], [-0.1, -0.3, 0.2], [-0.1, 0.1, -0.1], [0.6, 0.5, 0.3], [1.1, -0.5, 0.1], [-0.4, 0.0, 0.4], [0.7, 0.6, -0.1], [-0.5, -0.1, 0.0], [0.3, -0.1, 0.0], [-0.2, 0.4, 0.5], [-1.3, -0.1, 0.5], [0.1, 0.5, -0.9], [0.0, -0.6, 0.1], [0.8, 0.7, 0.3], [-1.5, -0.3, 0.2], [0.2, -0.2, -1.8], [0.7, 0.4, 0.0], [-0.5, -0.5, 0.0], [0.1, -0.1, 0.0], [0.3, 0.1, 0.0], [-0.2, 0.1, -0.2], [0.0, -0.2, -0.1], [0.2, -0.2, 0.1], [-0.2, 0.2, 0.0], [-0.5, -0.1, 0.1], [-0.2, -0.1, -0.1], [0.2, 0.0, 0.5], [0.0, 0.7, 0.3], [0.1, 0.1, 1.1], [-0.7, -0.5, -1.5], [-0.8, 0.0, 0.5], [-0.6, 0.7, 0.0], [-0.9, -0.5, -0.4], [1.9, 0.0, -0.4], [0.2, 0.7, -1.0], [0.5, 0.1, 0.6], [-0.5, 0.5, 0.1], [0.1, 0.1, 0.0], [-0.1, -0.2, -0.2], [0.6, -0.1, 0.0], [0.0, -0.3, 0.4], [0.1, 0.4, 0.3], [-0.5, -0.2, -0.1], [-0.2, -0.7, 0.2], [0.6, 0.2, 0.8], [0.1, 0.1, 0.4], [1.0, 0.1, 1.1], [0.1, 0.2, -1.7], [-0.4, -0.2, 0.0], [-1.6, -1.4, -0.6], [0.1, 0.3, 0.5], [0.4, 0.8, 0.0], [-0.1, 0.0, 0.0], [-0.1, 0.1, -0.2], [-0.1, 0.0, 0.0], [0.5, 0.0, -0.4], [0.3, 0.3, 0.4], [-0.4, -0.1, 0.7], [-0.3, 0.2, 0.1], [0.2, -0.1, 0.1], [0.3, -0.3, -0.1], [0.2, 0.0, 0.3], [-0.2, 0.1, -0.2], [0.5, -0.4, 0.0], [-1.6, -2.1, -1.1], [-0.7, -1.0, 0.7], [0.7, 1.5, -1.0], [-1.2, 0.9, 0.6], [0.0, 0.1, 1.2], [0.1, -0.3, 0.2], [-0.1, 0.4, 0.4], [0.0, 0.3, 0.1], [0.5, 0.1, 0.2], [-0.7, 0.0, -0.5], [1.1, 0.3, -0.2], [0.4, -0.3, 0.1], [-0.2, -0.3, 0.4], [0.3, 0.0, -0.5], [-0.8, -0.5, -0.5], [1.0, 0.7, 0.2], [0.2, 1.7, -0.5], [1.1, 0.4, 0.3], [-0.9, -1.7, -0.1], [2.4, 1.1, 1.4], [-1.0, 0.5, -0.6], [-1.4, -0.8, -0.1], [-0.3, -0.2, -0.3], [0.0, -0.2, 0.0], [0.3, -0.3, 0.5], [0.6, 0.1, 0.3], [-0.6, -0.5, 0.0], [0.0, 0.2, -0.2], [-0.2, -0.1, -0.3], [0.1, -0.4, 0.2], [-0.2, 0.4, -0.5], [0.2, 0.0, -0.2], [-0.3, -0.4, 0.3], [-0.2, 0.9, -0.1], [0.4, -2.0, -0.1], [-0.5, 1.3, 1.8], [1.2, 0.3, -1.3], [-1.4, 0.1, 0.9], [0.2, -0.2, -0.5], [0.3, 0.1, -0.2], [-0.2, 0.1, 0.0], [0.3, -0.1, 0.0], [0.2, 0.4, 0.0], [-0.1, -0.2, -0.1], [-0.1, -0.7, -0.3], [0.0, -0.1, 0.6], [0.4, -0.1, -0.3], [-0.5, 0.1, -0.1], [0.1, 0.3, 0.4], [0.1, 0.4, -0.5], [-1.0, 1.2, -0.1], [0.9, 0.5, -0.7], [0.6, 0.0, -1.2], [-1.0, -1.2, -0.3], [0.5, 0.3, -0.2], [-0.8, -0.7, 1.0], [-0.1, -0.4, 0.2], [0.3, -0.2, -0.2], [0.2, 0.0, 0.1], [0.4, 0.4, 0.6], [0.2, -0.2, 0.3], [-0.3, 0.5, 0.3], [-0.2, -0.2, -0.1], [0.0, 0.0, 0.0], [-0.1, -0.2, 0.2], [0.2, -0.1, 0.2], [0.1, 0.2, -0.3]]
}